Record 1
This record from the OMol25 dataset describes a molecular structure, C50H45Br2N8O4RbS2Se2. The level of theory is ωB97M-V with the def2-TZVPD basis set.

Output
orbital gap	0.2084	Eh
multiplicity	1
HOMO level	-2.4	eV
net charge	-2

```
114
Properties=species:S:1:pos:R:3:mulliken_charge:R:1
Rb -0.208 0.202 -0.316 -0.05
C 5.019 1.282 -1.333 -2.01
C 3.769 0.759 -0.677 0.31
N 2.659 1.395 -0.647 1.66
N 2.591 2.564 -1.337 -1.16
C 1.661 3.391 -0.905 -0.09
N 1.515 4.519 -1.706 -0.51
S 0.666 3.317 0.489 -0.31
C 3.800 -0.572 -0.019 0.60
C 4.952 -1.364 -0.069 -0.95
C 4.939 -2.622 0.511 -0.74
C 3.785 -3.064 1.133 -0.83
C 2.691 -2.207 1.146 -0.14
N 2.687 -1.005 0.592 0.69
H 4.861 2.322 -1.604 0.42
H 5.252 0.719 -2.243 0.20
H 5.880 1.211 -0.663 0.50
H 1.827 4.372 -2.655 0.21
H 0.606 4.941 -1.614 0.24
H 5.841 -1.006 -0.569 0.40
H 5.824 -3.247 0.475 0.38
H 3.721 -4.041 1.594 0.50
H 1.761 -2.509 1.622 0.15
O -4.900 -5.624 3.478 -0.75
C -3.934 -5.084 4.053 0.55
O -3.496 -5.245 5.211 -0.76
C -3.143 -4.067 3.191 -0.64
C -2.063 -3.374 3.720 -0.96
C -1.361 -2.485 2.913 1.28
N -1.679 -2.270 1.640 0.50
C -2.739 -2.898 1.139 0.27
C -3.494 -3.806 1.875 -0.86
C -3.118 -2.475 -0.241 0.73
C -4.453 -2.303 -0.592 -0.85
C -4.751 -1.756 -1.831 -0.70
C -3.716 -1.403 -2.677 -0.78
C -2.415 -1.640 -2.250 -0.05
N -2.118 -2.171 -1.071 -0.33
C -0.213 -1.676 3.428 -0.22
C 0.494 -2.044 4.571 -0.94
C 1.553 -1.251 4.985 -0.89
C 1.885 -0.124 4.252 -0.58
C 1.135 0.159 3.119 -0.80
N 0.114 -0.592 2.720 1.30
H -1.821 -3.549 4.760 0.54
H -4.347 -4.325 1.457 0.64
H -5.236 -2.549 0.114 0.42
H -5.782 -1.576 -2.114 0.36
H -3.895 -0.920 -3.629 0.42
H -1.570 -1.350 -2.863 0.50
H 0.229 -2.939 5.115 0.46
H 2.116 -1.519 5.872 0.40
H 2.697 0.530 4.542 0.47
H 1.364 1.025 2.502 0.37
C -3.399 0.499 2.034 -0.70
C -3.859 1.300 0.851 0.49
C -5.053 2.052 0.922 -1.16
C -5.457 2.778 -0.158 -0.99
C -4.682 2.782 -1.337 0.85
C -4.998 3.517 -2.505 -0.01
Br -6.580 4.592 -2.580 -0.33
C -4.182 3.476 -3.600 -0.32
C -3.024 2.704 -3.590 -0.03
Br -1.938 2.678 -5.155 -0.29
C -2.601 1.910 -2.496 -0.26
O -1.581 1.190 -2.486 -0.13
C -3.504 1.993 -1.326 -0.62
N -3.129 1.277 -0.241 1.24
H -3.686 0.982 2.970 0.29
H -2.319 0.357 2.017 -0.02
H -3.859 -0.493 2.025 0.15
H -5.634 2.049 1.837 0.51
H -6.365 3.366 -0.119 0.30
H -4.433 4.045 -4.485 0.40
C 2.359 4.218 5.879 -0.98
Se 2.331 3.958 3.948 0.06
C 0.733 5.012 3.591 -0.45
C -0.490 4.616 4.393 -0.91
Se -0.847 2.694 4.347 0.39
C -2.672 2.880 4.998 -1.23
H 2.354 5.278 6.133 0.30
H 3.278 3.769 6.254 0.33
H 1.508 3.715 6.336 0.25
H 0.576 4.851 2.524 -0.09
H 0.971 6.063 3.768 0.44
H -1.364 5.120 3.976 0.45
H -0.393 4.915 5.438 0.39
H -2.685 3.460 5.920 0.39
H -3.047 1.879 5.204 0.34
H -3.300 3.352 4.244 0.31
O 1.008 -1.386 -2.194 0.03
S 2.311 -2.004 -2.538 0.43
C 3.124 -0.843 -3.647 0.77
C 4.356 -1.156 -4.210 -0.83
C 4.988 -0.217 -5.006 -0.61
C 4.398 1.028 -5.212 -0.50
C 3.182 1.331 -4.623 -0.74
C 2.531 0.391 -3.832 -0.47
C 1.958 -3.253 -3.788 0.13
C 0.805 -3.126 -4.545 -0.45
C 0.511 -4.098 -5.488 -0.74
C 1.361 -5.184 -5.662 -0.39
C 2.503 -5.309 -4.885 -0.72
C 2.799 -4.344 -3.931 -0.03
H 4.813 -2.123 -4.029 0.31
H 5.945 -0.448 -5.458 0.36
H 4.902 1.767 -5.824 0.36
H 2.733 2.306 -4.756 0.45
H 1.589 0.619 -3.348 0.86
H 0.153 -2.278 -4.372 0.19
H -0.390 -4.013 -6.083 0.41
H 1.121 -5.945 -6.395 0.36
H 3.152 -6.168 -5.006 0.38
H 3.669 -4.444 -3.291 0.47
```

=====

Record 2
This record from the OMol25 dataset describes a molecular structure, ClH5N2Si2. The level of theory is ωB97M-V with the def2-TZVPD basis set.

Output
orbital gap	0.3257	Eh
multiplicity	1
HOMO level	-9.1	eV
net charge	0

```
10
Properties=species:S:1:pos:R:3:mulliken_charge:R:1
N 1.439 -0.232 -0.078 -0.63
N -1.105 0.000 0.113 -0.03
Si 0.215 -1.363 0.109 0.36
Si -0.155 1.437 0.129 0.44
Cl -2.822 -0.164 -0.014 -0.11
H 1.767 0.001 -0.947 0.26
H 0.257 -2.232 -1.042 -0.10
H 0.290 -1.679 1.485 -0.08
H -0.334 2.148 1.367 -0.05
H 0.450 2.083 -1.123 -0.06
```

=====

Record 3
This record from the OMol25 dataset describes a molecular structure, C44H32BrF4IN3O6PRu. The level of theory is ωB97M-V with the def2-TZVPD basis set.

Output
orbital gap (alpha / beta)	0.1856 / 0.2431	Eh
multiplicity	5
HOMO level (alpha / beta)	-5.7 / -7.5	eV
net charge	0

```
93
Properties=species:S:1:pos:R:3:mulliken_charge:R:1
Ru 0.100 -0.653 -0.038 0.11
C 2.405 0.087 4.281 -1.18
C 0.982 0.399 4.124 0.36
N 0.379 0.893 5.176 -0.58
C -0.893 1.284 5.181 -1.38
C -1.721 1.039 4.117 1.63
C -3.179 1.333 4.216 -0.99
O -3.644 1.891 2.995 -0.51
C -1.218 0.271 3.033 1.64
C -2.083 -0.158 2.009 -2.42
N -1.717 -1.038 1.080 1.41
C -2.529 -2.186 0.971 0.28
C -3.698 -2.386 1.752 -0.86
C -4.474 -3.488 1.625 -0.82
C -4.151 -4.444 0.675 -0.71
C -2.995 -4.354 -0.113 -0.85
C -2.131 -3.238 0.115 0.19
I 0.002 -3.251 -0.324 0.31
C 0.183 0.043 2.883 -0.75
O 0.752 -0.583 1.936 -0.46
H 2.531 -0.525 5.247 0.32
H 2.929 1.019 4.448 0.27
H 2.930 -0.413 3.424 0.12
H -1.254 1.822 6.071 0.33
H -3.385 1.964 5.085 0.51
H -3.743 0.398 4.515 0.23
H -4.213 2.699 3.131 0.31
H -3.059 0.270 2.141 1.03
H -3.927 -1.641 2.512 0.41
H -5.354 -3.623 2.209 0.46
H -4.728 -5.361 0.600 0.37
H -2.743 -5.159 -0.805 0.47
F 5.344 -5.806 -1.515 -0.31
C 4.830 -4.567 -1.400 0.30
C 5.017 -3.534 -2.355 0.19
F 5.780 -3.705 -3.423 -0.29
C 4.244 -2.360 -2.239 -0.27
F 4.359 -1.400 -3.173 -0.41
C 3.418 -2.176 -1.124 1.03
P 2.064 -0.857 -1.200 0.96
C 1.541 -1.066 -2.990 1.26
C 1.238 0.066 -3.736 -0.04
C 0.859 -0.026 -5.090 -0.97
C 0.675 -1.320 -5.649 -0.70
C 0.985 -2.426 -4.863 -1.03
C 1.422 -2.314 -3.522 -0.54
C 2.986 0.622 -1.009 0.71
C 3.112 1.118 0.311 -0.46
C 3.754 2.295 0.596 -0.27
C 4.497 2.918 -0.431 -1.11
C 4.491 2.343 -1.690 -0.80
C 3.764 1.142 -2.021 -0.38
C 3.611 -3.079 -0.036 -0.35
Br 3.148 -2.771 1.808 0.05
C 4.183 -4.331 -0.189 0.29
F 4.132 -5.272 0.729 -0.28
H 1.164 1.011 -3.162 0.24
H 0.692 0.885 -5.614 0.51
H 0.402 -1.441 -6.691 0.46
H 0.781 -3.431 -5.268 0.38
H 1.696 -3.196 -3.040 0.65
H 2.500 0.598 1.041 -0.29
H 3.752 2.560 1.666 0.41
H 5.129 3.716 -0.342 0.55
H 5.127 2.800 -2.454 0.38
H 3.852 0.656 -3.000 0.38
O 0.672 2.860 2.273 -0.45
C -0.008 3.870 1.671 0.38
C -0.363 4.973 2.426 -0.81
C -0.992 6.026 1.736 -0.31
C -1.216 5.988 0.328 -0.71
C -0.813 4.910 -0.410 -0.86
C -0.252 3.762 0.261 -0.09
C -0.145 2.435 -0.399 0.52
O 0.041 1.372 0.406 2.18
O -0.166 2.341 -1.623 -0.64
H 0.471 2.071 1.619 -0.39
H -0.137 4.966 3.506 0.41
H -1.406 6.882 2.320 0.33
H -1.612 6.873 -0.159 0.39
H -0.864 4.844 -1.500 0.45
O -1.042 -0.365 -1.752 0.60
N -2.387 -0.386 -1.901 -0.20
C -2.893 -1.293 -2.722 -0.22
C -4.230 -1.381 -2.988 -0.72
C -5.116 -0.417 -2.376 -0.35
C -4.520 0.591 -1.654 -0.93
C -3.198 0.600 -1.339 -0.01
H -2.129 -1.988 -3.055 0.39
H -4.619 -2.241 -3.514 0.42
H -6.193 -0.546 -2.508 0.41
H -5.072 1.440 -1.236 0.43
H -2.713 1.247 -0.611 0.34
```

=====

Electronic energy, respectively: -13442.872976; -1151.619319; -6018.768437 hartree.
ΔE to the lowest compared entry with this formula, charge and spin, respectively: 0.0; 47.3; 47.2 kcal/mol.
Molecular weight, respectively: 1289.29; 124.68; 1113.60 g mol⁻¹.